1.
Formula: C32H31FN
Source: OMol25
Level of theory: ωB97M-V with the def2-TZVPD basis set

Net charge: +1
Spin multiplicity: 1
Energy above the lowest of the compared OMol25 structures with the same formula, charge and spin, kJ/mol: 88.51
Lowest unoccupied orbital energy, Eh: -0.192

Geometry (Å):
C (3.45846, -2.66994, -2.50167)
C (3.39590, -1.36602, -1.99845)
C (2.31479, -0.97220, -1.20298)
C (1.25681, -1.85567, -0.88494)
C (0.07284, -1.37085, -0.15720)
C (-0.84383, -0.51549, -0.75837)
N (-2.20620, -0.76170, -0.88893)
C (-2.71895, -2.06344, -0.45368)
C (-4.24709, -2.24466, -0.56026)
C (-4.94922, -1.52905, -1.70969)
C (-4.37952, -0.12836, -1.93391)
C (-2.86795, -0.21270, -2.08714)
C (-0.40250, 0.80625, -1.30218)
C (0.50024, 0.89123, -2.36706)
C (0.86037, 2.13097, -2.88154)
C (0.28702, 3.29588, -2.35921)
C (-0.64125, 3.21760, -1.31451)
C (-1.01643, 1.97571, -0.81476)
C (1.36353, -3.18510, -1.39883)
C (2.43461, -3.58066, -2.21172)
H (4.29919, -2.93399, -3.14874)
H (4.18557, -0.65100, -2.26296)
H (2.22159, 0.06342, -0.86352)
H (-0.21860, -1.97195, 0.70962)
H (-2.24346, -2.86338, -1.04479)
H (-2.42500, -2.21387, 0.59322)
H (-4.43919, -3.31850, -0.64997)
H (-4.71062, -1.92899, 0.38258)
H (-4.83814, -2.10455, -2.63893)
H (-6.02353, -1.44895, -1.50539)
H (-4.78257, 0.32391, -2.85144)
H (-4.64688, 0.54821, -1.10688)
H (-2.49643, 0.79030, -2.31138)
H (-2.62588, -0.85988, -2.95090)
H (0.87415, -0.03214, -2.81419)
H (1.58355, 2.17819, -3.69750)
H (0.55009, 4.27113, -2.77233)
H (-1.09114, 4.12021, -0.89372)
H (-1.81496, 1.89287, -0.06883)
H (0.53031, -3.86822, -1.21446)
H (2.47699, -4.58442, -2.63581)
F (-1.75921, 4.57934, 4.11501)
C (-1.04837, 3.66698, 3.37689)
C (-0.03511, 4.15010, 2.54717)
C (0.71504, 3.22023, 1.84570)
C (0.48935, 1.81973, 1.99087)
C (1.38406, 0.92667, 1.29483)
C (2.16468, -0.09637, 1.91688)
C (3.52402, -0.24996, 1.50091)
C (4.46020, -0.84650, 2.33166)
C (4.06855, -1.33514, 3.59548)
C (2.70405, -1.38359, 3.92464)
C (1.74711, -0.83850, 3.05975)
C (-0.65330, 1.40117, 2.71736)
C (-1.36733, 2.31081, 3.49947)
H (0.18073, 5.21317, 2.45635)
H (1.48282, 3.53793, 1.12866)
H (1.80433, 1.42905, 0.41089)
H (3.83194, 0.24309, 0.57326)
H (5.49695, -0.92718, 2.00097)
H (4.81410, -1.72362, 4.28279)
H (2.38520, -1.83678, 4.86647)
H (0.68993, -0.87710, 3.31253)
H (-0.96913, 0.36292, 2.60152)
H (-2.14730, 1.98338, 4.18328)

Table of natural (NBO) atomic charges, one value per atom, all in e: number 1, C, carries -0.20; number 2, C, carries -0.22; number 3, C, carries -0.21; number 4, C, carries -0.08; number 5, C, carries -0.35; number 6, C, carries 0.35; number 7, N, carries -0.39; number 8, C, carries -0.22; number 9, C, carries -0.41; number 10, C, carries -0.40; number 11, C, carries -0.41; number 12, C, carries -0.22; number 13, C, carries -0.13; number 14, C, carries -0.15; number 15, C, carries -0.23; number 16, C, carries -0.21; number 17, C, carries -0.21; number 18, C, carries -0.22; number 19, C, carries -0.19; number 20, C, carries -0.21; number 21, H, carries 0.23; number 22, H, carries 0.22; number 23, H, carries 0.20; number 24, H, carries 0.22; number 25, H, carries 0.20; number 26, H, carries 0.21; number 27, H, carries 0.23; number 28, H, carries 0.21; number 29, H, carries 0.20; number 30, H, carries 0.23; number 31, H, carries 0.23; number 32, H, carries 0.21; number 33, H, carries 0.23; number 34, H, carries 0.19; number 35, H, carries 0.23; number 36, H, carries 0.23; number 37, H, carries 0.23; number 38, H, carries 0.23; number 39, H, carries 0.23; number 40, H, carries 0.22; number 41, H, carries 0.23; number 42, F, carries -0.31; number 43, C, carries 0.45; number 44, C, carries -0.29; number 45, C, carries -0.11; number 46, C, carries -0.18; number 47, C, carries 0.15; number 48, C, carries -0.19; number 49, C, carries -0.09; number 50, C, carries -0.23; number 51, C, carries -0.12; number 52, C, carries -0.23; number 53, C, carries -0.07; number 54, C, carries -0.13; number 55, C, carries -0.27; number 56, H, carries 0.26; number 57, H, carries 0.23; number 58, H, carries 0.22; number 59, H, carries 0.23; number 60, H, carries 0.24; number 61, H, carries 0.24; number 62, H, carries 0.24; number 63, H, carries 0.21; number 64, H, carries 0.22; number 65, H, carries 0.25

2.
Formula: C32H31N4O9S5Tl
Source: OMol25
Level of theory: ωB97M-V with the def2-TZVPD basis set

Net charge: 0
Spin multiplicity: 1
Energy above the lowest of the compared OMol25 structures with the same formula, charge and spin, kJ/mol: 30.83
Lowest unoccupied orbital energy, Eh: -0.021

Geometry (Å):
Tl (0.47676, 1.08763, 0.57609)
C (-1.55362, -2.02025, 6.16771)
C (-1.08637, -0.73455, 5.54773)
C (0.26391, -0.51105, 5.30750)
C (0.69160, 0.66595, 4.71327)
C (-0.24444, 1.62280, 4.36645)
C (-1.59667, 1.42430, 4.59762)
C (-2.01149, 0.24572, 5.19054)
S (0.29878, 3.06820, 3.49065)
O (-0.43333, 4.21184, 3.96852)
O (1.71906, 3.11768, 3.50962)
N (-0.21747, 2.69990, 1.97113)
C (-1.39907, 2.98500, 1.39852)
C (-2.36940, 3.90293, 1.85962)
C (-3.54243, 4.03095, 1.16005)
C (-3.76576, 3.26459, 0.01361)
C (-2.77146, 2.40521, -0.38962)
N (-1.62487, 2.27718, 0.27653)
H (-0.72039, -2.57359, 6.59518)
H (-2.03055, -2.64396, 5.41015)
H (-2.28222, -1.82258, 6.95270)
H (0.98703, -1.26954, 5.57879)
H (1.73154, 0.86570, 4.49749)
H (-2.30000, 2.19803, 4.31936)
H (-3.06374, 0.07312, 5.37792)
H (-2.14371, 4.46557, 2.75051)
H (-4.29748, 4.72521, 1.50381)
H (-4.68662, 3.33649, -0.54441)
H (-2.88550, 1.78004, -1.26364)
O (2.37862, -0.36309, -2.83945)
S (2.31540, 0.25533, -1.53845)
O (1.48236, 1.47673, -1.52731)
O (1.85424, -0.68313, -0.49815)
C (4.00210, 0.56889, -1.06181)
C (4.96690, 0.09574, -1.94113)
C (6.30286, 0.09422, -1.58021)
C (6.67318, 0.57418, -0.33382)
C (5.70799, 1.04709, 0.54114)
C (4.36240, 1.03680, 0.19480)
S (3.22009, 1.73109, 1.42986)
O (4.11450, 2.25751, 2.41182)
O (2.35882, 2.64714, 0.68623)
O (2.40248, 0.57049, 1.91096)
H (4.63282, -0.27078, -2.89952)
H (7.04914, -0.28131, -2.26605)
H (7.71418, 0.58052, -0.04131)
H (5.96637, 1.43607, 1.51485)
O (-0.87094, -0.32622, -1.26510)
S (-0.79789, 0.18368, -2.67795)
C (-2.54665, 0.22904, -3.18924)
C (-3.50997, -0.55853, -2.58196)
C (-4.83779, -0.42295, -2.95408)
C (-5.19845, 0.50678, -3.91995)
C (-4.23202, 1.30188, -4.51861)
C (-2.90237, 1.16393, -4.15053)
C (-0.46371, -1.28067, -3.69070)
C (-0.75137, -2.54539, -3.21501)
C (-0.41731, -3.65360, -3.97921)
C (0.21313, -3.48760, -5.20273)
C (0.50974, -2.21319, -5.66522)
C (0.16976, -1.10426, -4.91005)
H (-3.21890, -1.25373, -1.80608)
H (-5.59752, -1.03787, -2.49129)
H (-6.23602, 0.61316, -4.20567)
H (-4.51940, 2.03104, -5.26413)
H (-2.13752, 1.78812, -4.59535)
H (-1.22564, -2.65529, -2.24878)
H (-0.64512, -4.65027, -3.62440)
H (0.47080, -4.35435, -5.79638)
H (1.01288, -2.08979, -6.61394)
H (0.43508, -0.10834, -5.23721)
C (1.07031, -3.95494, -0.31977)
N (0.16278, -3.04032, 0.34490)
C (0.55604, -2.13295, 1.22579)
N (1.75181, -2.20848, 1.80351)
S (-0.61911, -0.99036, 1.76954)
H (0.48893, -4.65145, -0.91681)
H (1.63260, -4.51800, 0.42544)
H (1.75556, -3.41285, -0.97815)
H (-0.70005, -2.81096, -0.12282)
H (2.47924, -2.66069, 1.26663)
H (2.07254, -1.34659, 2.23945)

Table of Mulliken atomic charges, one value per atom, all in e: number 1, Tl, carries 1.66; number 2, C, carries -1.50; number 3, C, carries 1.15; number 4, C, carries -0.92; number 5, C, carries -0.22; number 6, C, carries -0.12; number 7, C, carries -0.34; number 8, C, carries -0.86; number 9, S, carries 0.94; number 10, O, carries -0.78; number 11, O, carries -0.55; number 12, N, carries -0.31; number 13, C, carries 0.48; number 14, C, carries -0.66; number 15, C, carries -0.59; number 16, C, carries -0.92; number 17, C, carries 0.08; number 18, N, carries -0.07; number 19, H, carries 0.37; number 20, H, carries 0.27; number 21, H, carries 0.38; number 22, H, carries 0.35; number 23, H, carries 0.58; number 24, H, carries 0.53; number 25, H, carries 0.40; number 26, H, carries 0.70; number 27, H, carries 0.43; number 28, H, carries 0.48; number 29, H, carries 0.19; number 30, O, carries -0.58; number 31, S, carries 1.08; number 32, O, carries -0.69; number 33, O, carries -0.01; number 34, C, carries -0.13; number 35, C, carries -0.67; number 36, C, carries -0.57; number 37, C, carries -0.71; number 38, C, carries -0.52; number 39, C, carries -0.82; number 40, S, carries 1.39; number 41, O, carries -0.62; number 42, O, carries -0.52; number 43, O, carries -0.53; number 44, H, carries 0.55; number 45, H, carries 0.42; number 46, H, carries 0.40; number 47, H, carries 0.61; number 48, O, carries 0.05; number 49, S, carries 0.26; number 50, C, carries -0.11; number 51, C, carries 0.27; number 52, C, carries -0.89; number 53, C, carries -0.43; number 54, C, carries -0.89; number 55, C, carries 0.14; number 56, C, carries 0.51; number 57, C, carries 0.18; number 58, C, carries -0.97; number 59, C, carries -0.55; number 60, C, carries -0.73; number 61, C, carries -0.36; number 62, H, carries 0.24; number 63, H, carries 0.44; number 64, H, carries 0.42; number 65, H, carries 0.42; number 66, H, carries 0.46; number 67, H, carries 0.31; number 68, H, carries 0.46; number 69, H, carries 0.42; number 70, H, carries 0.43; number 71, H, carries 0.42; number 72, C, carries -1.07; number 73, N, carries -0.09; number 74, C, carries 0.31; number 75, N, carries -0.31; number 76, S, carries -0.40; number 77, H, carries 0.35; number 78, H, carries 0.41; number 79, H, carries 0.27; number 80, H, carries 0.23; number 81, H, carries 0.36; number 82, H, carries 0.22

3.
Formula: C32H32AsBrF6InN5O2Sb
Source: OMol25
Level of theory: ωB97M-V with the def2-TZVPD basis set

Net charge: +2
Expectation value of S²: 0.77
Spin multiplicity: 2
Energy above the lowest of the compared OMol25 structures with the same formula, charge and spin, kJ/mol: 101.39
Lowest unoccupied orbital energy (alpha / beta), Eh: -0.231 / -0.368

Geometry (Å):
In (0.32359, 0.49456, -0.64141)
C (-2.06275, 1.11926, -2.88570)
N (-1.72682, 1.66004, -1.56318)
C (-1.54228, 3.11375, -1.48807)
C (-0.35916, 3.46411, -0.63918)
N (0.40228, 2.59250, -0.01224)
C (1.38228, 3.33982, 0.65875)
C (2.46417, 2.95649, 1.44617)
C (3.26868, 3.95987, 1.94561)
C (3.01634, 5.31399, 1.68368)
C (1.94750, 5.70554, 0.90333)
C (1.14678, 4.68809, 0.40381)
N (0.02898, 4.72447, -0.42166)
C (-1.12884, 0.01579, -3.27985)
N (-0.26006, -0.55215, -2.47183)
C (0.38367, -1.54644, -3.22114)
C (1.41419, -2.42510, -2.90034)
C (1.85617, -3.26840, -3.89796)
C (1.29619, -3.25438, -5.18365)
C (0.27604, -2.38557, -5.51332)
C (-0.15917, -1.53920, -4.50323)
N (-1.12111, -0.53533, -4.49766)
H (-2.03003, 1.90219, -3.64546)
H (-3.08299, 0.72092, -2.88185)
H (-2.44556, 1.38839, -0.90166)
H (-2.43200, 3.59564, -1.06600)
H (-1.38770, 3.52593, -2.48675)
H (2.67278, 1.91633, 1.64190)
H (4.12351, 3.69850, 2.55215)
H (3.67373, 6.06356, 2.09632)
H (1.75069, 6.74450, 0.69143)
H (-0.39542, 5.55139, -0.81315)
H (1.85925, -2.42828, -1.91673)
H (2.66195, -3.95650, -3.69036)
H (1.67560, -3.93320, -5.93201)
H (-0.15279, -2.36411, -6.50385)
H (-1.68616, -0.24943, -5.28192)
C (-1.00278, -1.58441, 2.56455)
As (-1.65678, -0.65083, 0.99920)
C (-2.46157, -2.10516, -0.00143)
C (-3.21781, 0.35372, 1.67195)
C (-4.10795, -0.46052, 2.55913)
C (-3.92997, -0.44291, 3.94117)
C (-4.72606, -1.22558, 4.76126)
C (-5.71421, -2.03059, 4.20938)
C (-5.90840, -2.04231, 2.83456)
C (-5.11158, -1.25926, 2.01486)
H (-1.84509, -2.05046, 3.07606)
H (-0.50005, -0.89251, 3.23888)
H (-0.30986, -2.35691, 2.23506)
H (-3.05967, -2.73120, 0.66126)
H (-1.66106, -2.69376, -0.45018)
H (-3.09919, -1.71431, -0.79652)
H (-3.76515, 0.69449, 0.78678)
H (-2.82693, 1.23413, 2.18813)
H (-3.17178, 0.19557, 4.37774)
H (-4.58506, -1.19827, 5.83112)
H (-6.34321, -2.63182, 4.84984)
H (-6.68921, -2.65105, 2.40260)
H (-5.28252, -1.25783, 0.94454)
Br (5.79166, -4.33412, 4.13089)
C (4.57570, -3.36939, 3.18631)
C (4.27761, -2.03975, 3.59001)
C (3.36701, -1.32117, 2.86694)
C (2.74656, -1.90399, 1.74656)
C (3.03443, -3.22350, 1.35295)
C (3.94283, -3.96101, 2.05970)
C (1.77144, -1.09486, 0.93773)
O (1.18800, -1.63747, -0.02355)
O (1.60538, 0.10945, 1.23827)
H (4.77554, -1.62293, 4.45346)
H (3.11342, -0.30513, 3.13201)
H (2.52853, -3.62970, 0.48971)
H (4.19055, -4.97536, 1.78312)
F (2.32993, 0.68069, -1.59450)
Sb (2.71221, 1.89991, -3.16760)
F (4.47032, 1.31071, -3.04704)
F (3.03636, 3.26467, -1.92903)
F (2.77834, 3.09949, -4.58940)
F (0.81411, 2.25897, -2.99555)
F (2.27440, 0.47878, -4.30396)

Table of Mulliken atomic charges, one value per atom, all in e: number 1, In, carries 1.79; number 2, C, carries -1.30; number 3, N, carries 0.31; number 4, C, carries -1.21; number 5, C, carries 0.13; number 6, N, carries 0.37; number 7, C, carries -0.07; number 8, C, carries -0.48; number 9, C, carries -0.78; number 10, C, carries -0.53; number 11, C, carries -1.18; number 12, C, carries 1.02; number 13, N, carries 0.00; number 14, C, carries 0.12; number 15, N, carries 1.06; number 16, C, carries -0.22; number 17, C, carries -0.61; number 18, C, carries -0.81; number 19, C, carries -0.58; number 20, C, carries -1.17; number 21, C, carries 1.20; number 22, N, carries 0.00; number 23, H, carries 0.47; number 24, H, carries 0.50; number 25, H, carries -0.18; number 26, H, carries 0.60; number 27, H, carries 0.41; number 28, H, carries 0.55; number 29, H, carries 0.46; number 30, H, carries 0.43; number 31, H, carries 0.45; number 32, H, carries 0.25; number 33, H, carries 0.51; number 34, H, carries 0.45; number 35, H, carries 0.43; number 36, H, carries 0.45; number 37, H, carries 0.25; number 38, C, carries -1.35; number 39, As, carries 0.63; number 40, C, carries -1.32; number 41, C, carries -1.14; number 42, C, carries 0.21; number 43, C, carries -0.31; number 44, C, carries -0.65; number 45, C, carries -0.51; number 46, C, carries -0.71; number 47, C, carries -0.29; number 48, H, carries 0.48; number 49, H, carries 0.38; number 50, H, carries 0.33; number 51, H, carries 0.53; number 52, H, carries 0.35; number 53, H, carries 0.33; number 54, H, carries 0.59; number 55, H, carries 0.61; number 56, H, carries 0.40; number 57, H, carries 0.42; number 58, H, carries 0.41; number 59, H, carries 0.41; number 60, H, carries 0.38; number 61, Br, carries 0.12; number 62, C, carries 0.23; number 63, C, carries -0.61; number 64, C, carries -0.41; number 65, C, carries 0.60; number 66, C, carries -0.37; number 67, C, carries -0.61; number 68, C, carries 0.44; number 69, O, carries -0.77; number 70, O, carries -0.66; number 71, H, carries 0.49; number 72, H, carries 0.52; number 73, H, carries 0.51; number 74, H, carries 0.49; number 75, F, carries -0.78; number 76, Sb, carries 2.32; number 77, F, carries -0.51; number 78, F, carries -0.54; number 79, F, carries -0.52; number 80, F, carries -0.67; number 81, F, carries -0.54

Q: Which of these has the highest net charge?
A: C32H32AsBrF6InN5O2Sb

Q: Which of these has the highest net charge?
A: C32H32AsBrF6InN5O2Sb

Q: Which value of spin multiplicity does entry 1 give?
A: 1